{"formula": "C16H57BrCl2IN3O21P", "method": "the ωB97M-V functional and the def2-TZVPD basis", "symbols": ["C", "C", "N", "C", "C", "C", "C", "Cl", "C", "C", "Cl", "C", "Br", "N", "N", "P", "O", "I", "C", "C", "C", "C", "C", "C", "C", "H", "H", "H", "H", "H", "H", "H", "H", "H", "H", "H", "H", "H", "H", "H", "H", "H", "O", "H", "H", "O", "H", "H", "O", "H", "H", "O", "H", "H", "O", "H", "H", "O", "H", "H", "O", "H", "H", "O", "H", "H", "O", "H", "H", "O", "H", "H", "O", "H", "H", "O", "H", "H", "O", "H", "H", "O", "H", "H", "O", "H", "H", "O", "H", "H", "O", "H", "H", "O", "H", "H", "O", "H", "H", "O", "H", "H"], "positions_angstrom": [[2.025639, -2.673048, 1.560943], [2.259001, -2.512571, 0.014964], [3.269035, -3.099432, -0.492850], [1.212320, -1.637092, -0.838048], [0.194257, -1.053737, 0.193682], [-1.070961, -1.743510, 0.542616], [-1.461638, -3.084847, -0.146516], [-1.868235, -4.425432, 1.000371], [-2.577153, -2.788024, -1.276649], [-2.795740, -1.262726, -1.582438], [-4.186287, -3.539496, -0.823085], [-1.920850, -1.020855, 1.559894], [-3.648395, -1.770682, 2.084934], [-1.601876, 0.141746, 2.142340], [-0.461166, 0.685729, 1.771899], [-0.048750, 2.278523, 2.577120], [-1.431653, 2.928666, 3.258276], [1.457036, 1.645843, 4.451474], [0.466071, 0.249405, 0.874362], [1.741922, 1.062177, 0.530478], [2.994580, 0.981906, 1.271328], [4.079877, 1.862509, 0.812374], [3.927517, 2.769884, -0.336794], [2.673453, 2.808823, -1.100229], [1.593555, 1.951172, -0.641183], [2.058218, -1.681397, 2.100341], [1.020009, -3.135580, 1.775090], [2.820056, -3.303829, 2.042407], [3.297100, -2.894212, -1.502854], [1.808474, -0.815171, -1.323737], [0.740776, -2.327163, -1.577437], [-0.548071, -3.420946, -0.711433], [-2.305186, -3.269440, -2.258049], [-3.338159, -0.711295, -0.766371], [-3.450937, -1.176764, -2.496908], [-1.854328, -0.704512, -1.830530], [-1.275129, 3.131856, 4.210961], [3.121410, 0.291585, 2.133235], [5.069028, 1.896761, 1.333163], [4.746960, 3.447850, -0.661896], [2.466471, 3.466161, -1.994708], [0.623215, 1.971198, -1.202960], [-2.063212, -5.756626, -3.183453], [-2.024779, -5.703508, -2.221664], [-2.744886, -6.419063, -3.354711], [0.935027, 4.346969, -3.497346], [1.165258, 3.657394, -4.132148], [-0.016655, 4.452673, -3.603573], [-1.342805, 4.054916, 0.389462], [-2.014889, 4.711389, 0.162979], [-1.308209, 4.083519, 1.354321], [-4.108593, -4.903973, -5.232409], [-3.503861, -4.610319, -4.538747], [-4.708108, -4.159067, -5.354318], [-0.269808, 2.249969, -4.541694], [-0.203786, 2.311839, -3.581562], [-0.982291, 1.611496, -4.687579], [3.492494, 2.317102, -4.690240], [4.243818, 2.924500, -4.655816], [3.150264, 2.419217, -5.586819], [-0.312695, -6.775104, -0.883205], [0.257346, -6.022042, -1.076661], [-0.992630, -6.410444, -0.301058], [-3.918064, 3.127764, -1.312642], [-3.300109, 3.412549, -0.627397], [-4.494835, 3.890448, -1.439736], [1.227819, 2.336263, 8.242439], [1.538975, 1.966902, 7.408558], [0.313383, 2.030763, 8.306695], [0.551509, -2.160053, -3.920073], [0.141882, -2.949183, -4.297575], [1.491665, -2.276215, -4.103590], [6.179621, 1.473884, -4.917492], [6.474903, 1.094461, -5.753074], [5.262580, 1.178915, -4.835449], [-0.752268, -9.365993, -2.868680], [-1.438477, -8.886301, -3.344332], [-0.548217, -8.798826, -2.115112], [-5.236832, 2.398209, 0.957107], [-4.920600, 2.022405, 0.122709], [-6.149583, 2.094357, 1.021807], [-2.359778, 0.216285, -6.101987], [-1.762300, -0.418203, -6.514878], [-2.931781, 0.502625, -6.823632], [0.257675, 6.972863, -0.148821], [0.797420, 7.080022, 0.642918], [-0.249172, 6.168193, 0.018038], [6.325355, 0.168511, -0.029394], [6.925663, -0.466578, -0.437757], [5.754650, 0.453278, -0.752991], [0.309379, -0.048458, 9.845361], [1.203723, 0.315214, 9.869325], [0.047642, -0.088302, 10.773699], [-2.375611, 2.231485, 6.047094], [-2.133599, 1.546347, 5.411755], [-3.328700, 2.329688, 5.930437], [-0.492229, -3.121515, 9.864120], [0.318062, -3.638566, 9.798764], [-0.193364, -2.205332, 9.795984], [-1.632875, 6.834857, 1.539315], [-1.045683, 7.571964, 1.331774], [-2.286735, 7.214907, 2.138973]], "forces_ev_per_a": [[0.0170, 0.0851, -0.0441], [0.0758, -0.1823, 1.0092], [-1.0467, 0.8029, -0.3259], [0.4980, -0.1795, 1.9157], [-2.1662, 0.2825, 0.5536], [1.3786, 2.2317, 1.1509], [0.3032, 0.9283, -0.9230], [0.5024, 0.8103, -0.4614], [-0.3483, 0.3307, -0.2531], [-0.5969, 0.2229, -0.4344], [0.7731, 0.4214, -0.5878], [0.4927, -0.7714, -0.8912], [1.5887, 0.9561, -0.2631], [-0.5409, -2.4514, -1.1534], [1.2402, 0.0525, 0.0311], [0.4329, 2.3344, 0.0493], [1.6333, -1.4762, -0.0864], [-0.7496, -0.1993, -0.2285], [-0.2499, -2.0254, -0.9513], [0.2996, 1.1219, -0.6372], [-0.1185, 1.6250, -2.0544], [-1.2198, 0.5462, -0.9540], [-1.9145, -1.2645, 0.3876], [-0.1108, -1.4453, 1.8249], [1.3740, -0.0499, 0.6413], [-0.1607, -0.8943, -0.6744], [0.9593, 0.4258, -0.2039], [-0.7214, 0.4989, -0.8385], [0.1947, -0.2173, 0.2503], [-0.8494, -0.8032, 0.3310], [0.3509, 1.0241, 0.4199], [-1.0229, 0.2229, 0.7905], [-0.0345, 0.1984, 1.2845], [0.5966, -0.6771, -0.6328], [0.6686, -0.2090, 0.9512], [-0.6489, -0.7302, 0.2687], [-0.5413, -0.2027, -0.2868], [-0.0290, 0.7318, -0.8456], [-1.1766, -0.3150, -0.4444], [-0.5787, -0.7465, 0.5099], [0.4774, -0.7617, 1.2388], [0.9759, -0.0188, 0.7523], [-0.2272, 0.2666, 0.0045], [0.0904, -0.2514, -0.0705], [0.0261, 0.0740, -0.0977], [0.1816, 0.0021, 0.2992], [0.0171, 0.1904, -0.1064], [0.1183, 0.1354, -0.1217], [-0.1821, -0.1600, -0.1777], [0.1925, 0.2122, 0.1975], [-0.1832, 0.3477, -0.1048], [0.0408, 0.2826, 0.1515], [0.0441, -0.1731, -0.0365], [-0.0369, -0.1480, -0.0656], [-0.3676, -0.4789, 0.2092], [0.0176, -0.0170, -0.0752], [0.0200, 0.0161, -0.3513], [-0.0872, 0.0978, -0.0590], [-0.0442, -0.0032, 0.0034], [-0.0377, -0.0299, 0.0797], [-0.2588, 0.2640, 0.0180], [0.1380, -0.2108, -0.0295], [0.1842, -0.1864, 0.1434], [0.2578, 0.1353, -0.2056], [0.0230, -0.1983, -0.0160], [-0.0640, -0.1413, -0.0096], [-0.0203, -0.1216, -0.1350], [-0.0321, 0.0744, 0.1410], [0.0540, 0.0010, 0.0997], [0.0040, -0.2843, 0.0613], [-0.0042, 0.0766, -0.0486], [-0.0742, 0.0904, -0.0841], [-0.0571, -0.1958, -0.1016], [0.1124, 0.0811, 0.0972], [0.0203, 0.0680, 0.0143], [-0.1030, 0.1082, 0.0769], [0.1067, -0.0706, -0.0212], [0.0516, 0.0447, -0.0376], [-0.1979, -0.3942, 0.0736], [-0.0218, 0.3528, 0.0211], [0.0716, 0.0659, 0.1290], [0.0934, -0.0751, -0.0446], [-0.0144, 0.0538, 0.0698], [0.0151, 0.0657, 0.1155], [0.3688, 0.1187, -0.0733], [0.2014, -0.1384, -0.2150], [0.1548, -0.0429, -0.0675], [-0.0155, -0.1304, -0.2078], [0.0192, 0.0613, 0.1047], [0.0632, 0.0123, 0.0603], [0.0524, -0.1583, 0.2335], [-0.0835, 0.0717, -0.1268], [-0.0614, 0.0576, -0.0774], [0.1893, 0.0461, -0.3912], [-0.1482, -0.1548, 0.2014], [0.0556, 0.0462, 0.0815], [0.1680, 0.0422, -0.0280], [-0.1120, -0.0083, 0.0401], [-0.0077, 0.0631, -0.0890], [-0.5928, 0.1775, 0.7258], [-0.1043, -0.0950, -0.3411], [-0.0215, -0.1687, -0.0210]], "homo_energy_ev": -12.0, "e_lumo_ha": -0.18069, "fmax_ev_per_a": 2.865, "charge": 1}